--- one ---
ORCA calculation (ωB97M-V/def2-TZVPD) on a 2-piece molecular cluster, C2H7N3O overall.

The geometry in XYZ format:
```
13
Properties=species:S:1:pos:R:3:mulliken_charge:R:1
C -0.51 1.13 1.73 -0.551
C 0.40 -0.59 -0.51 0.408
H 0.23 0.35 2.01 0.270
H -1.27 0.99 2.49 0.260
H -0.04 2.18 1.74 0.218
H -0.86 0.82 -1.45 0.273
H 1.17 -1.51 -2.35 0.256
H 2.47 0.44 -1.60 0.312
H 0.64 -2.23 0.11 0.269
N -0.20 0.69 -0.52 -0.306
N 1.34 -0.74 -1.51 -0.598
N -0.09 -1.52 0.26 -0.587
O -1.12 0.85 0.52 -0.224
```

Computed properties:
Kohn-Sham gap: 8.2 eV
E_LUMO: -0.9 eV

=====

--- two ---
ORCA calculation (ωB97M-V/def2-TZVPD) on C2H7N3O as an isolated structure.

The geometry in XYZ format:
```
13
Properties=species:S:1:pos:R:3:mulliken_charge:R:1
C 0.31 0.49 -0.12 0.504
C 0.92 -0.91 -0.04 -0.303
H -2.40 -0.71 -0.85 0.253
H -2.28 -0.74 0.87 0.225
H -1.63 1.53 0.33 0.294
H 0.78 2.51 -0.16 0.215
H 0.56 -1.55 -0.86 0.274
H 0.62 -1.53 0.90 0.194
H 2.40 0.29 0.19 0.378
N -1.73 -0.67 -0.01 -0.495
N -1.02 0.50 -0.19 -0.216
N 1.12 1.52 0.01 -0.722
O 2.33 -0.74 -0.09 -0.599
```

Computed properties:
Kohn-Sham gap: 9.7 eV
E_LUMO: 0.3 eV

=====

Most stable of them? two.

=====

--- one ---
ORCA calculation (ωB97M-V/def2-TZVPD) on C2H7N3O as an isolated structure.

The geometry in XYZ format:
```
13
Properties=species:S:1:pos:R:3:mulliken_charge:R:1
C -0.85 -0.90 -0.45 -0.897
C 0.79 0.45 0.47 0.002
H -0.64 -1.55 0.42 0.295
H -1.18 -1.57 -1.34 0.297
H -1.71 -0.22 -0.05 0.280
H -0.49 1.39 -1.88 0.262
H 0.01 0.01 -2.69 0.305
H 1.35 1.34 0.20 0.410
H 0.81 -0.28 3.48 0.389
N 0.31 -0.09 -0.69 0.208
N 0.35 0.71 -1.84 -0.744
N 0.35 -0.02 1.64 -0.336
O 0.90 0.73 2.72 -0.470
```

Computed properties:
Kohn-Sham gap: 9.0 eV
E_LUMO: 0.7 eV

=====

--- two ---
ORCA calculation (ωB97M-V/def2-TZVPD) on one molecule with the formula C2H7N3O.

The geometry in XYZ format:
```
13
Properties=species:S:1:pos:R:3:mulliken_charge:R:1
C -1.93 -0.54 -0.20 -0.968
N -0.60 -0.01 -0.30 -0.128
O -0.99 1.24 0.21 -0.510
C 0.48 -0.89 0.24 0.066
N 1.77 -0.69 0.09 -0.339
N 1.84 0.61 -0.32 -0.422
H -1.81 -1.60 -0.42 0.391
H -2.36 -0.61 0.86 0.398
H -2.73 -0.02 -0.96 0.207
H -1.35 1.11 1.15 0.388
H 0.01 -1.79 0.80 0.315
H 2.81 0.93 0.13 0.298
H 0.95 1.19 0.16 0.305
```

Computed properties:
Kohn-Sham gap: 9.3 eV
E_LUMO: 0.5 eV
structure (SMILES): CN(O)/C=N\N

=====

--- three ---
ORCA calculation (ωB97M-V/def2-TZVPD) on a 2-piece molecular cluster, C2H7N3O overall.

The geometry in XYZ format:
```
13
Properties=species:S:1:pos:R:3:mulliken_charge:R:1
H 1.73 -0.10 -2.08 0.213
N 0.76 -0.25 -1.80 -0.740
C 0.14 0.87 -1.83 0.109
N -1.00 1.16 -1.14 -0.441
H 0.42 1.71 -2.48 0.312
H -1.27 2.12 -1.21 0.249
H -0.99 0.66 -0.26 0.231
N 0.98 -1.10 1.09 -0.293
C -0.11 -0.90 1.89 0.104
O -0.86 0.05 1.99 -0.549
H 0.93 -0.84 0.08 0.291
H 1.52 -1.86 1.44 0.246
H -0.07 -1.62 2.73 0.269
```

Computed properties:
Kohn-Sham gap: 10.5 eV
E_LUMO: 0.9 eV
structure (SMILES): [H]/N=C/N.NC=O

=====

--- four ---
ORCA calculation (ωB97M-V/def2-TZVPD) on one molecule with the formula C2H7N3O.

The geometry in XYZ format:
```
13
Properties=species:S:1:pos:R:3:mulliken_charge:R:1
C 0.38 -0.35 1.81 -1.135
C -0.21 -1.05 0.53 -0.212
N -0.87 -0.04 -0.30 -0.639
N 0.02 0.45 -1.19 1.041
N -0.55 1.33 -2.01 -0.549
O 1.24 0.21 -1.30 -0.636
H 1.43 -0.57 1.77 0.313
H 0.36 0.66 1.77 0.408
H -0.05 -0.73 2.69 0.313
H -1.15 -1.61 0.69 0.293
H 0.49 -1.72 -0.01 0.337
H -0.95 2.08 -1.51 0.227
H -0.16 1.33 -2.93 0.240
```

Computed properties:
Kohn-Sham gap: 9.8 eV
E_LUMO: 0.6 eV
structure (SMILES): CC/N=[N+](/N)[O-]

=====

Most stable of them? three.

=====

--- one ---
ORCA calculation (ωB97M-V/def2-TZVPD) on a 2-piece molecular cluster, C2H7N3O overall.

The geometry in XYZ format:
```
13
Properties=species:S:1:pos:R:3:mulliken_charge:R:1
H 1.27 1.39 -2.11 0.201
N 0.85 0.80 -1.41 -0.571
C 1.33 -0.36 -1.46 0.062
N 0.98 -1.41 -0.66 -0.288
H 2.16 -0.68 -2.11 0.257
H 1.47 -2.27 -0.85 0.192
H 0.34 -1.31 0.12 0.160
N -1.49 1.16 0.90 -0.393
C -1.53 0.09 1.75 0.068
O -0.60 -0.64 1.97 -0.551
H -0.63 1.19 0.36 0.226
H -1.68 2.08 1.26 0.266
H -2.50 -0.05 2.24 0.372
```

Computed properties:
Kohn-Sham gap: 10.3 eV
E_LUMO: 1.0 eV
structure (SMILES): [H]/N=C/N.NC=O

=====

--- two ---
ORCA calculation (ωB97M-V/def2-TZVPD) on a 2-piece molecular cluster, C2H7N3O overall.

The geometry in XYZ format:
```
13
Properties=species:S:1:pos:R:3:mulliken_charge:R:1
N -1.74 0.47 0.95 -0.014
N 0.68 -0.26 0.79 -0.588
N -1.77 -0.80 1.12 -0.341
C 1.10 -0.31 -0.50 0.233
C 2.17 0.28 -1.06 -0.857
O -2.37 0.81 -0.22 -0.387
H -2.23 1.77 -0.30 0.397
H 1.34 0.26 1.36 0.111
H -2.28 -1.33 0.41 0.268
H -0.58 -1.04 1.18 0.435
H 0.42 -0.87 -1.15 0.245
H 2.39 0.17 -2.11 0.250
H 2.88 0.85 -0.47 0.247
```

Computed properties:
Kohn-Sham gap (spin up / spin down): 5.3 / 8.1 eV
E_LUMO (spin up / spin down): -1.3 / 0.2 eV

=====

Most stable of them? one.

=====

--- one ---
ORCA calculation (ωB97M-V/def2-TZVPD) on C2H7N3O as an isolated structure.

The geometry in XYZ format:
```
13
Properties=species:S:1:pos:R:3:mulliken_charge:R:1
C 0.15 -1.82 1.77 -0.713
C 0.08 -0.16 -0.47 -0.264
H -0.03 -1.69 2.90 0.269
H -0.74 -2.59 1.29 0.248
H 1.03 -2.10 1.29 0.380
H 0.23 -1.16 -0.36 0.496
H -0.73 0.17 -2.52 0.316
H -0.43 2.20 -2.95 0.248
H -1.02 1.87 -0.76 0.273
N 0.01 0.36 0.65 -0.269
N 0.26 0.43 -1.83 -0.225
N -0.12 1.83 -1.72 -0.558
O -0.09 -0.39 1.70 -0.201
```

Computed properties:
Kohn-Sham gap: 9.0 eV
E_LUMO: 0.5 eV

=====

--- two ---
ORCA calculation (ωB97M-V/def2-TZVPD) on C2H7N3O as an isolated structure.

The geometry in XYZ format:
```
13
Properties=species:S:1:pos:R:3:mulliken_charge:R:1
C -1.12 1.08 0.11 -0.735
C 0.08 -1.57 0.15 -0.719
N 0.12 0.77 -0.57 -0.117
N 0.79 -0.47 -0.46 -0.216
N 1.63 0.34 0.50 0.199
O 2.67 0.71 0.00 -0.449
H 0.37 1.21 -1.47 0.271
H -1.95 0.46 -0.23 0.269
H -1.35 2.13 -0.08 0.326
H -0.98 0.94 1.18 0.280
H 0.80 -2.37 0.27 0.286
H -0.35 -1.33 1.13 0.301
H -0.70 -1.90 -0.53 0.302
```

Computed properties:
Kohn-Sham gap: 9.5 eV
E_LUMO: 1.0 eV

=====

--- three ---
ORCA calculation (ωB97M-V/def2-TZVPD) on one molecule with the formula C2H7N3O.

The geometry in XYZ format:
```
13
Properties=species:S:1:pos:R:3:mulliken_charge:R:1
C -1.88 0.27 -0.26 -0.332
N -0.72 0.73 -0.13 -0.533
C 0.46 -0.18 0.08 0.970
N 1.27 0.29 -1.01 -0.842
N 1.11 0.11 1.33 -0.669
O 0.11 -1.52 -0.01 -0.560
H -2.70 0.95 -0.48 0.262
H -2.12 -0.79 -0.23 0.224
H 0.76 1.32 -1.00 0.388
H 0.95 -0.13 -1.88 0.288
H 1.31 1.10 1.40 0.221
H 0.51 -0.14 2.10 0.245
H 0.94 -2.01 0.10 0.336
```

Computed properties:
Kohn-Sham gap: 10.6 eV
E_LUMO: 0.9 eV
structure (SMILES): C=NC(N)(N)O

=====

Most stable of them? three.